{"formula": "C18H18N2O5S", "method": "ωB97M-V with the def2-TZVPD basis set", "species": ["S", "O", "O", "O", "O", "O", "N", "N", "C", "C", "C", "C", "C", "C", "C", "C", "C", "C", "C", "C", "C", "C", "C", "C", "C", "C", "H", "H", "H", "H", "H", "H", "H", "H", "H", "H", "H", "H", "H", "H", "H", "H", "H", "H"], "positions_angstrom": [[-0.28, -4.04, -0.14], [1.06, 0.76, 1.99], [2.97, 5.50, 2.52], [0.94, -4.12, 0.53], [1.41, 7.24, 1.64], [-1.27, -5.04, 0.45], [-0.50, 2.07, 0.89], [-0.37, -3.80, -1.80], [-1.18, -2.38, 0.40], [0.46, -5.43, -3.03], [-0.07, 0.86, 1.35], [1.35, -4.23, -3.19], [-2.20, -0.05, 1.25], [-0.04, 3.45, 1.14], [-0.89, -0.23, 0.93], [-0.26, 5.90, 0.81], [-2.35, -2.31, 0.60], [-2.99, -1.18, 0.82], [-0.91, 4.59, 0.55], [-0.88, -4.90, -2.57], [-0.25, -1.38, 0.84], [0.75, -3.33, -2.13], [0.93, 6.09, 1.63], [1.20, 3.77, 1.78], [1.62, 5.05, 1.86], [2.83, 6.98, 2.30], [3.77, 7.12, 1.84], [2.68, 7.41, 3.29], [-1.73, 4.33, 0.18], [0.91, -3.76, -4.37], [2.47, -4.16, -3.39], [1.70, 2.84, 2.30], [-1.27, -5.73, -1.85], [-2.77, 0.94, 1.12], [0.99, -5.98, -2.46], [-1.42, 2.21, 0.60], [-3.27, -3.25, 0.34], [-1.62, -4.62, -3.23], [1.70, -3.08, -1.28], [0.56, -6.16, -4.02], [0.62, -1.43, 0.86], [-0.72, 6.72, 0.42], [-4.19, -1.16, 0.83], [0.52, -2.12, -2.57]], "gap_ev": 8.34, "mol_weight_da": 374.42, "homo_ev": -7.970, "e_above_lowest_ev": 17.194}